No. 1
C47H92N6O14P | ωB97M-V/def2-TZVPD

total charge	+3
spin multiplicity	1
LUMO	-6.26	eV

Geometry as XYZ:
```
160
Properties=species:S:1:pos:R:3:lowdin_charge:R:1
H 18.4723 10.9589 -0.4756 0.1765
O 18.2243 21.9242 5.5288 -0.2055
H 16.1587 8.0684 3.7148 0.1071
H 12.2934 14.0693 3.7774 0.1091
O 20.9030 18.0465 2.2958 0.0831
H 16.7522 10.2062 4.0619 0.0898
H 15.9123 16.5058 9.5683 0.0786
H 13.1745 13.8550 6.0654 0.1012
H 22.3518 9.0658 4.6697 0.1229
H 16.6976 10.4336 5.6424 0.0986
C 16.2866 8.3354 4.7638 0.0795
C 16.8258 18.9412 9.3213 -0.2317
H 18.9178 22.5312 7.4347 0.0948
H 19.2592 12.6484 2.8667 0.0917
H 16.3556 11.0554 -1.7607 0.1098
H 11.9010 16.3265 11.9217 0.1152
H 16.3693 12.0770 10.9638 0.1019
H 18.2993 8.4534 7.1476 0.0507
H 17.6372 17.9029 5.7430 0.0808
H 19.7549 7.7515 6.8547 0.0924
C 17.2083 19.9130 5.0285 -0.2804
H 15.5596 13.2929 1.0411 0.0889
C 19.9412 11.9554 3.3368 -0.0370
C 19.3845 14.8960 5.8084 -0.3507
C 19.9332 14.3477 6.9477 -0.0415
H 17.8449 10.9231 0.9451 0.1007
H 14.3142 16.7791 5.8071 0.1063
H 10.3016 15.4652 9.4754 0.0651
C 13.0627 14.7585 4.1257 -0.2277
N 16.6763 20.5827 3.7380 0.2580
H 18.7256 23.7041 6.1498 0.1057
H 17.6270 9.5391 10.7590 0.1038
C 16.4212 10.5707 -0.7866 0.0702
C 15.9332 16.7356 8.5030 -0.2440
H 19.3846 14.5419 1.1568 0.0578
H 14.7002 10.6023 10.7570 0.0872
C 15.8497 12.1669 10.0098 -0.2538
H 15.5052 14.3684 10.3350 0.0927
H 16.5310 20.9763 8.4528 0.0578
O 21.5600 13.6211 3.9476 -0.0833
O 17.6741 14.7650 3.9943 -0.0951
H 12.7088 17.0457 8.3879 0.1005
H 20.1054 22.6188 6.1168 0.1031
C 18.4842 10.1989 10.6256 0.0553
H 17.0699 20.1760 2.9014 0.1670
C 21.7127 9.8594 4.3120 -0.0126
H 12.2866 15.4065 5.9636 0.1112
C 14.5193 11.5729 10.2951 -0.1087
C 20.4382 9.6026 3.9098 -0.3515
H 22.6066 16.8033 4.4127 0.0808
O 14.5488 10.3651 3.3609 0.1498
H 13.9152 16.3174 10.7131 0.0992
C 21.2468 12.3488 3.8128 -0.1696
H 13.7631 10.0276 6.4336 0.0986
H 18.5377 10.5917 8.4822 0.0600
H 18.2369 18.2075 4.1940 0.0823
C 19.0455 7.8594 7.6752 0.0460
H 22.9280 12.8483 6.0132 0.0929
H 23.1396 11.8811 8.1941 0.1003
C 19.0456 22.6842 6.3630 -0.0876
H 20.0910 15.9360 0.3460 0.1072
C 18.5320 20.5369 5.5215 -0.1517
H 15.3785 15.2850 5.7415 0.0867
H 13.9775 12.3008 10.8990 0.0827
C 22.6094 16.5811 3.3456 0.0332
O 24.8507 14.4314 5.6822 0.1564
C 22.2660 11.1824 4.3376 -0.3262
C 15.0665 13.9499 8.2567 -0.2604
C 15.8132 13.6876 9.5413 -0.2161
H 22.9701 15.5676 3.1699 0.0870
H 16.7275 9.5269 -0.8551 0.1033
N 20.3891 15.6227 2.5799 0.1026
C 15.7438 18.2853 8.4195 -0.2176
C 14.8604 10.4273 4.5207 -0.3755
C 23.7404 12.7644 7.9775 0.0489
C 13.1102 15.7750 10.2173 -0.1877
H 9.6072 15.6689 11.0366 0.0867
H 19.3048 9.7957 11.2191 0.0981
H 13.8766 11.3675 9.4390 0.0672
P 14.5919 15.6838 7.7989 1.0247
H 23.5994 13.4921 8.7766 0.1006
H 14.4391 11.6486 6.2532 0.0589
O 17.8476 11.2126 7.0992 -0.0392
H 16.8209 16.3013 8.0433 0.1004
H 11.4319 17.1557 10.4514 0.1045
H 16.8598 13.9637 9.4132 0.1047
H 16.7680 12.8453 2.4053 0.0665
H 17.0218 12.5050 4.8913 0.0847
C 21.2428 16.9127 2.7344 -0.2766
C 14.2312 14.0267 3.4677 -0.1215
H 13.3221 14.7749 10.5954 0.0908
H 15.6322 7.8007 5.4522 0.1026
C 13.9582 10.8283 5.7203 0.0397
C 14.4120 15.7124 6.0086 -0.2569
H 16.2739 11.5852 9.1914 0.0875
H 24.7823 12.5553 7.7347 0.1197
H 16.5113 18.0230 4.2977 0.0852
N 17.6210 11.2143 0.0042 0.1267
H 15.4806 10.5172 -0.2383 0.0997
H 14.7298 18.6613 8.5557 0.1143
H 22.7057 16.3829 6.6838 0.0669
H 15.9511 18.4949 7.3701 0.0709
C 18.3067 12.2697 6.6411 -0.2488
C 18.2461 14.2070 5.0376 -0.3542
O 20.0755 8.3601 4.1110 -0.0731
H 20.6271 14.8235 7.6249 0.1068
O 20.2848 12.3612 8.1022 -0.0042
O 20.4072 8.2676 9.6771 0.1330
H 23.2256 15.8977 8.1728 0.0876
H 18.7796 6.8297 7.9143 0.1071
H 16.4134 20.2012 5.7163 0.1406
H 13.0009 11.1785 5.3342 0.0958
C 10.5304 15.3747 10.5373 -0.1073
H 16.6276 14.3237 1.5375 0.0876
H 22.0954 13.7840 7.1034 0.0876
C 12.9852 16.0161 8.6149 -0.2108
C 17.3990 12.7240 0.2279 -0.3452
H 21.0729 14.5241 0.7937 0.1123
H 15.0486 14.7284 3.3018 0.0595
H 18.2470 11.2518 10.7787 0.0803
H 14.5143 13.0617 3.8880 0.0580
H 12.8325 15.6444 3.5338 0.1184
C 13.1905 14.8715 5.6724 -0.2253
C 16.5852 13.2424 1.4069 -0.0005
H 13.9171 13.8146 2.4457 0.0737
H 12.3658 15.2983 8.0770 0.0735
H 23.3263 17.2392 2.8546 0.1015
C 16.4592 20.4350 9.3962 -0.1050
H 10.6363 14.3073 10.7309 0.0749
H 19.8443 10.6671 9.1105 0.1195
N 23.0034 13.4346 6.8322 0.1006
H 15.6133 13.5471 7.4041 0.0743
H 20.8369 14.8140 2.9867 0.0525
H 17.3344 20.8557 9.8913 0.0749
H 15.5682 20.7580 9.9346 0.0871
H 19.4520 15.6213 2.9566 0.1109
C 17.7556 13.0290 5.4857 -0.0235
N 16.2534 9.9226 4.8930 0.1200
H 18.8961 20.2318 6.5025 0.1396
C 19.5926 8.6913 8.8537 -0.3012
H 19.3777 20.2642 4.8902 0.1404
O 19.7523 16.1298 5.6699 -0.0722
O 17.9328 13.5296 -0.4926 0.1368
C 11.7646 16.1965 10.8481 -0.2682
H 24.3419 16.7101 7.0378 0.1017
C 23.9132 14.5987 6.4532 -0.3471
C 19.6251 12.9566 7.2537 -0.3148
C 17.3754 18.4279 4.8244 -0.0458
H 17.8679 18.7941 9.0375 0.1123
C 20.2654 15.1825 1.1140 0.0349
C 19.5308 10.6898 3.3549 -0.3288
H 15.6796 20.4486 3.6446 0.1717
O 18.3431 10.4725 2.8186 -0.1444
H 16.8123 18.5528 10.3397 0.1110
N 19.0395 10.0607 9.1795 0.0791
H 17.0494 21.5170 3.8275 0.1522
C 23.5851 15.9329 7.1444 0.0236
O 23.4002 11.5392 4.6963 -0.0072
H 14.1505 13.3590 8.2567 0.0848
H 17.3388 8.0822 4.8934 0.0779
```

---

No. 2
C14H25N4O3Pb | ωB97M-V/def2-TZVPD

total charge	+1
spin multiplicity	1
energy above the lowest of the compared OMol25 structures with the same formula, charge and spin	0.0	kcal per mole
LUMO	-2.72	eV

Geometry as XYZ:
```
47
Properties=species:S:1:pos:R:3:nbo_charge:R:1
H -1.2431 -1.0725 1.6196 0.2126
N -1.4914 -1.3392 -1.7707 -0.5070
N -0.8506 1.3721 0.9299 -0.9305
C 0.1904 1.4117 1.7289 0.5701
H -4.0058 -3.5547 -1.9668 0.2368
H -0.4330 -2.5229 1.0143 0.2222
N 1.2937 1.4727 -2.0109 -0.8666
C 3.5913 0.1289 1.6696 -0.6240
H 0.5760 2.1082 3.7470 0.2364
H -0.0951 -1.9141 2.6550 0.2230
C -0.4997 -2.1138 -2.2354 0.0455
H 0.4855 -1.6474 -2.2816 0.1929
C -3.8607 -0.9088 -1.3744 -0.1063
H 1.1734 1.8691 -2.9313 0.3894
C 0.8221 -0.8079 1.0148 -0.2140
H -2.1214 -4.9959 -2.8083 0.2393
O -0.3712 3.4580 -1.2040 -0.8655
H 2.5882 3.1388 -1.7304 0.2262
C 0.8056 3.5215 -0.6269 0.7702
N 1.1133 0.4377 1.7035 -0.4096
H 2.3790 2.0922 -0.3444 0.2109
H -4.7038 -1.4844 -0.9890 0.2013
O -3.5049 0.1119 -0.4609 -0.7255
H -0.6042 3.0653 2.8120 0.2404
H 2.4758 1.5333 2.8168 0.2259
C -0.3008 -1.6232 1.6197 -0.6229
H -4.2319 -0.4073 -2.2648 0.2126
H 1.7502 -1.3911 0.9911 0.2195
C -1.9436 -3.9665 -2.5140 -0.1335
C 0.3310 2.4976 2.7616 -0.7037
H 3.6242 0.6777 0.7379 0.2059
H -3.4552 -0.2230 0.4534 0.4968
C -2.9844 -3.1648 -2.0809 -0.2304
Pb -1.2325 1.3363 -1.4251 1.4737
H 3.6749 -0.9409 1.4550 0.2116
H -1.4520 2.1686 1.1664 0.3889
H 2.2728 -0.0992 3.3811 0.2059
C 1.8551 2.5611 -1.1717 -0.3520
H 0.1453 -3.9957 -3.0169 0.2399
H 0.5983 -0.6021 -0.0373 0.1880
H 1.9599 0.7262 -2.1080 0.3881
C -0.6799 -3.4255 -2.6319 -0.2461
C -2.7263 -1.8388 -1.7431 0.1838
H 1.0897 3.2105 2.4564 0.2851
C 2.3707 0.5058 2.4785 -0.2130
H 4.5007 0.4123 2.2008 0.2433
O 1.1241 4.2223 0.3150 -0.6357
```

---

No. 3
C2H4Br2S | ωB97M-V/def2-TZVPD

spin multiplicity	1
energy above the lowest of the compared OMol25 structures with the same formula, charge and spin	70.5	kcal per mole
LUMO (alpha / beta)	-0.01 / -2.69	eV

Geometry as XYZ:
```
9
Properties=species:S:1:pos:R:3:nbo_charge:R:1
S 0.0086 1.0671 -1.6281 0.1211
H -2.1299 0.2248 1.1075 0.1969
H -0.2637 0.8488 1.1048 0.1960
H 1.1696 -0.7255 -2.5505 0.2259
H 2.0066 -0.0465 -1.1032 0.2301
Br 0.5080 -1.7706 -0.2592 0.0513
C 1.1094 -0.4190 -1.5406 -0.6112
C -1.1786 0.5205 1.4976 -0.4401
Br -1.2302 0.3006 3.3716 0.0300
```